Formula: C26H69N3O11
Source: OMol25
Level of theory: wB97M-V/def2-TZVPD

For the gap between HOMO and LUMO, the calculation gives 9.40 eV. For the largest force on an atom, the calculation gives 13.49 eV/A. Its structure (SMILES) is COCCNCCOC.COCCNCCOC.COCCNCCOC.OCCO.CCO.CCO.CCO. The molar mass comes out at 599.85 g mol⁻¹. For the energy above the lowest of the compared OMol25 structures with the same formula, charge and spin, the calculation gives 166.96 kcal per mole.

Bonds (Å) are listed after each position.
Element x y z (Å)
1 O 2.134 -0.639 0.852  C9 1.420, H23 0.963
2 C 0.598 -1.334 -3.714  H39 1.115, H46 1.041, H78 1.067, C99 1.442
3 H -3.020 1.696 3.754  C105 1.074
4 O 3.890 2.245 -4.929  C21 1.462, H56 0.985
5 H -0.126 -1.342 -0.167  C83 1.079
6 H 1.521 1.794 6.974  C73 1.124
7 H -6.164 -3.969 -4.514  C79 1.059
8 H 3.393 3.557 0.401  C75 1.124
9 C 0.805 -0.446 1.315  O1 1.420, H43 1.131, H77 1.113, C83 1.400
10 H -1.497 0.387 5.339  C102 1.022
11 H 1.332 2.222 2.267  C51 1.090
12 H -6.742 -1.192 -5.496  C47 1.105
13 H 3.054 -5.762 6.522  C68 1.028
14 H 4.193 4.294 -1.639  C108 1.101
15 C 1.852 2.894 -5.663  C21 1.428, H60 1.092, H63 1.027, H109 1.075
16 H 2.018 2.597 -0.155  C75 1.146
17 H 0.265 -2.513 1.243  C83 1.114
18 H -0.625 -3.452 6.495  C95 1.135
19 H -0.196 0.647 4.159  C102 1.068
20 H -2.105 1.990 -2.687  C62 1.081
21 C 2.894 3.304 -4.777  O4 1.462, C15 1.428, H57 1.170, H71 1.063
22 H -1.449 3.368 -1.606  C62 1.119
23 H 2.606 0.189 0.992  O1 0.963
24 N -4.292 -0.512 -4.496  C30 1.413, H54 1.031, C100 1.521
25 H 2.688 3.375 2.598  C51 1.071
26 H 2.151 -2.447 7.080  C86 1.083
27 C -3.593 -0.794 0.088  H35 1.087, O44 1.439, H65 1.027, H107 1.078
28 H -2.400 -1.633 -3.757  C100 1.139
29 C -0.347 1.672 -1.572  H34 1.089, C62 1.416, H81 1.059, O88 1.353
30 C -4.708 -1.816 -4.848  N24 1.413, C47 1.514, H55 1.084, H96 1.057
31 C -0.728 -1.424 4.722  H37 1.079, H50 1.107, C102 1.516, N106 1.475
32 H 3.411 0.770 -1.024  C48 1.083
33 H -1.393 2.107 3.368  C105 1.100
34 H -0.448 0.602 -1.399  C29 1.089
35 H -3.999 -1.771 0.339  C27 1.087
36 C 2.610 1.597 3.828  C51 1.543, O69 1.407, H72 1.087, H76 1.113
37 H -0.428 -1.844 3.774  C31 1.079
38 H 2.702 -4.641 5.361  C68 1.040
39 H 1.022 -1.704 -4.676  C2 1.115
40 O 4.129 2.140 -1.993  C48 1.215, C108 1.427
41 H -2.651 1.093 -0.538  O52 0.988
42 C -3.809 -1.146 -2.186  O44 1.411, H87 1.049, H98 1.116, C100 1.553
43 H 0.280 0.517 1.041  C9 1.131
44 O -2.926 -0.694 -1.182  C27 1.439, C42 1.411
45 O -1.823 0.097 3.347  C102 1.417, C105 1.409
46 H 0.003 -1.957 -3.128  C2 1.041
47 C -5.835 -1.712 -5.854  H12 1.105, C30 1.514, H67 1.098, O82 1.259
48 C 3.916 1.717 -0.875  H32 1.083, O40 1.215, C75 1.558, H103 1.107
49 O 2.183 0.320 -3.490  C99 1.391, H104 0.930
50 H -1.676 -1.881 5.065  C31 1.107
51 C 2.389 2.352 2.500  H11 1.090, H25 1.071, C36 1.543, N93 1.456
52 O -2.395 2.043 -0.628  H41 0.988, C62 1.399
53 H -1.048 -1.341 1.243  C83 1.092
54 H -5.037 -0.057 -3.950  N24 1.031
55 H -3.951 -2.439 -5.311  C30 1.084
56 H 4.162 2.107 -3.992  O4 0.985
57 H 3.486 4.246 -5.139  C21 1.170
58 H 4.674 3.703 -3.187  C108 1.110
59 H 1.164 -0.468 -1.951  C99 1.037
60 H 1.238 2.111 -5.212  C15 1.092
61 H -7.642 -3.457 -4.768  C79 1.141
62 C -1.615 2.273 -1.766  H20 1.081, H22 1.119, C29 1.416, O52 1.399
63 H 2.158 2.512 -6.565  C15 1.027
64 H 0.691 -3.580 5.115  C95 1.126
65 H -3.026 -0.555 0.910  C27 1.027
66 H 3.950 -4.466 6.541  C68 1.090
67 H -5.607 -1.172 -6.783  C47 1.098
68 C 2.912 -4.755 6.373  H13 1.028, H38 1.040, H66 1.090, O91 1.466
69 O 1.610 1.950 4.754  C36 1.407, C73 1.434
70 H 3.122 1.907 6.235  C73 1.140
71 H 2.540 3.449 -3.785  C21 1.063
72 H 3.580 1.972 4.143  C36 1.087
73 C 2.072 1.508 6.037  H6 1.124, O69 1.434, H70 1.140, H89 1.127
74 H 5.645 3.414 -1.810  C108 0.988
75 C 3.101 2.489 0.205  H8 1.124, H16 1.146, C48 1.558, N93 1.455
76 H 2.756 0.510 3.641  C36 1.113
77 H 0.798 -0.508 2.426  C9 1.113
78 H -0.064 -0.574 -4.065  C2 1.067
79 C -6.730 -3.757 -5.384  H7 1.059, H61 1.141, O82 1.434, H85 1.040
80 H 1.206 1.604 -2.743  O88 0.960
81 H 0.114 2.072 -0.707  C29 1.059
82 O -6.326 -2.766 -6.338  C47 1.259, C79 1.434
83 C -0.023 -1.494 0.897  H5 1.079, C9 1.400, H17 1.114, H53 1.092
84 H -2.334 1.339 2.096  C105 1.012
85 H -6.951 -4.619 -5.921  C79 1.040
86 C 1.411 -3.235 7.143  H26 1.083, O91 1.205, C95 1.492, H101 1.080
87 H -4.725 -0.635 -2.155  C42 1.049
88 O 0.439 2.151 -2.564  C29 1.353, H80 0.960
89 H 2.065 0.381 6.039  C73 1.127
90 H 2.209 -1.611 -2.624  C99 1.066
91 O 1.906 -4.315 7.344  C68 1.466, C86 1.205
92 H -2.640 0.043 -3.373  C100 0.988
93 N 3.303 1.836 1.489  C51 1.456, C75 1.455, H94 1.038
94 H 4.298 2.046 1.701  N93 1.038
95 C 0.372 -3.100 6.082  H18 1.135, H64 1.126, C86 1.492, N106 1.434
96 H -4.910 -2.383 -3.980  C30 1.057
97 H 1.152 -1.377 5.497  N106 0.975
98 H -4.107 -2.211 -2.040  C42 1.116
99 C 1.598 -0.765 -2.845  C2 1.442, O49 1.391, H59 1.037, H90 1.066
100 C -3.140 -0.793 -3.543  N24 1.521, H28 1.139, C42 1.553, H92 0.988
101 H 0.954 -2.941 8.075  C86 1.080
102 C -1.010 0.050 4.506  H10 1.022, H19 1.068, C31 1.516, O45 1.417
103 H 4.910 1.442 -0.474  C48 1.107
104 H 2.999 0.434 -3.058  O49 0.930
105 C -2.215 1.428 3.097  H3 1.074, H33 1.100, O45 1.409, H84 1.012
106 N 0.274 -1.704 5.768  C31 1.475, C95 1.434, H97 0.975
107 H -4.388 -0.072 0.182  C27 1.078
108 C 4.704 3.441 -2.109  H14 1.101, O40 1.427, H58 1.110, H74 0.988
109 H 1.249 3.769 -5.826  C15 1.075